# 1
{"formula": "C19H33I2IrN6O2SSi", "method": "ωB97M-V with the def2-TZVPD basis set", "spin_multiplicity": 2, "lumo_ev": [-8.9497, -10.3426], "homo_lumo_gap_ev": [7.4, 6.1], "homo_energy_ev": [-16.36, -16.43], "s_squared": 0.76, "total_charge": 3, "relative_energy_kcal_mol": 0.0, "species": ["Ir", "I", "I", "S", "Si", "O", "O", "N", "N", "N", "N", "N", "N", "C", "C", "C", "C", "C", "C", "C", "C", "C", "C", "C", "C", "C", "C", "C", "C", "C", "C", "C", "H", "H", "H", "H", "H", "H", "H", "H", "H", "H", "H", "H", "H", "H", "H", "H", "H", "H", "H", "H", "H", "H", "H", "H", "H", "H", "H", "H", "H", "H", "H", "H", "H"], "xyz": [[0.715792, 0.033171, -0.085826], [5.940353, 0.079455, 0.397920], [2.726997, -1.796735, 0.036753], [0.656180, 1.224299, 1.792059], [1.569088, 1.945927, -1.349343], [-0.046964, -1.708307, -0.759080], [-1.977765, -2.794655, -0.607814], [-4.643020, -5.311002, 0.842709], [3.314479, 1.034102, 2.642638], [-1.222054, 0.699324, -0.445277], [-4.514283, -3.017629, 0.868800], [-6.174532, -4.100987, 2.065967], [2.154543, 2.569709, 3.607436], [3.415889, -0.493333, -4.113030], [3.123892, 0.215667, -2.964570], [-5.118854, -4.135742, 1.255182], [-3.509526, -0.431754, -0.444609], [1.259157, 0.096221, -5.024208], [4.152558, 1.646027, 3.541617], [-1.362181, -1.764305, -0.733938], [2.108650, 1.603931, 2.679846], [0.235563, 3.221604, -1.634487], [3.420853, 2.609607, 4.149091], [-3.690759, -0.722560, 1.058886], [2.479721, -0.556177, -5.142998], [3.016529, 2.778011, -0.555929], [-4.862173, -1.672007, 1.315626], [0.971270, 0.809817, -3.873102], [4.872666, -1.653222, -0.128358], [-2.077321, -0.438512, -0.954976], [1.066350, 3.484873, 3.977407], [1.901054, 0.891560, -2.825128], [0.023577, 1.334071, -3.803782], [5.069730, -1.875531, -1.170806], [3.585190, 0.280624, 2.026278], [-5.100849, -1.691845, 2.379904], [-0.705617, 2.903272, -2.085126], [2.710959, -1.103241, -6.047192], [3.872076, 0.292577, -2.181408], [0.130650, 2.937242, 4.038094], [1.296326, 3.898170, 4.954583], [3.405061, 3.476735, -1.306271], [-3.991375, 0.506939, -0.725092], [-3.892776, 0.198719, 1.606347], [-5.740623, -1.306098, 0.775101], [4.372552, -0.986152, -4.227325], [-5.122037, -6.171093, 1.050343], [-1.216526, 1.416765, -1.163617], [0.544530, 0.055562, -5.834850], [-6.629392, -3.235309, 2.297034], [-2.788703, -1.165596, 1.491847], [-2.093331, -0.314173, -2.041707], [-3.729054, -3.103441, 0.228201], [-3.869326, -5.356988, 0.200906], [5.176328, 1.344042, 3.675261], [0.994608, 4.286840, 3.246291], [3.827429, 2.102025, -0.294067], [-6.657013, -4.946711, 2.322104], [-1.642735, 1.152574, 0.365388], [2.730854, 3.363355, 0.318873], [3.685992, 3.314633, 4.917971], [5.193115, -2.465547, 0.515108], [0.013037, 3.785438, -0.727156], [0.662952, 3.924720, -2.358053], [-4.017756, -1.198963, -1.032472]], "atomic_forces_ev_per_a": [[-0.2, -0.2, 0.3], [-0.1, 0.0, 0.0], [0.0, -0.2, 0.3], [0.1, 0.4, -0.3], [0.0, 0.3, -0.1], [0.2, 0.3, -0.1], [0.0, 0.0, 0.0], [0.0, 0.0, 0.0], [0.0, 0.0, 0.0], [-0.2, -0.2, 0.0], [0.1, 0.0, 0.0], [0.0, 0.0, 0.0], [0.0, 0.0, 0.0], [0.0, 0.0, -0.1], [0.0, 0.1, 0.0], [0.0, 0.0, 0.0], [0.0, -0.1, 0.0], [0.0, -0.1, 0.0], [0.0, 0.0, 0.0], [-0.1, -0.3, 0.0], [0.0, -0.1, 0.0], [0.0, 0.0, 0.0], [0.0, 0.0, 0.0], [0.0, 0.0, 0.0], [0.0, 0.0, 0.0], [0.1, 0.0, -0.2], [0.0, 0.1, 0.0], [-0.1, 0.0, 0.1], [0.1, 0.0, -0.2], [0.0, 0.3, -0.1], [0.0, -0.1, 0.0], [0.0, -0.1, 0.0], [0.0, 0.0, 0.0], [0.0, 0.0, 0.0], [0.0, 0.0, 0.0], [0.1, 0.0, 0.0], [0.0, 0.0, -0.1], [0.0, 0.0, 0.0], [0.0, 0.0, 0.0], [0.0, 0.0, 0.0], [0.0, 0.0, 0.0], [0.0, 0.0, 0.1], [0.0, 0.0, 0.0], [0.0, 0.0, 0.0], [0.0, 0.0, 0.1], [0.0, 0.0, 0.0], [0.0, 0.0, 0.0], [0.1, 0.1, 0.1], [0.0, 0.0, 0.0], [0.0, 0.0, 0.0], [0.0, 0.0, 0.0], [0.0, -0.1, 0.0], [0.0, 0.0, 0.1], [0.0, 0.0, 0.0], [0.0, 0.0, 0.0], [0.0, 0.0, 0.0], [0.0, 0.0, 0.0], [0.0, 0.0, 0.0], [-0.1, -0.2, 0.1], [-0.1, 0.0, 0.0], [0.0, 0.0, 0.0], [0.0, 0.0, 0.0], [0.0, 0.0, 0.0], [0.0, 0.0, 0.1], [0.0, 0.0, 0.0]]}

---

# 2
{"formula": "C19H33MnN10OP", "method": "ωB97M-V with the def2-TZVPD basis set", "spin_multiplicity": 5, "lumo_ev": [-9.6165, -9.0209], "homo_lumo_gap_ev": [7.7, 8.2], "homo_energy_ev": [-17.30, -17.27], "s_squared": 6.04, "total_charge": 3, "species": ["Mn", "P", "O", "N", "N", "N", "N", "N", "N", "N", "N", "N", "N", "C", "C", "C", "C", "C", "C", "C", "C", "C", "C", "C", "C", "C", "C", "C", "C", "C", "C", "C", "H", "H", "H", "H", "H", "H", "H", "H", "H", "H", "H", "H", "H", "H", "H", "H", "H", "H", "H", "H", "H", "H", "H", "H", "H", "H", "H", "H", "H", "H", "H", "H", "H"], "xyz": [[-0.382610, -0.318210, 0.140810], [1.114122, 0.689526, 3.113640], [-2.251778, -0.466882, -0.370244], [-0.805805, -1.118531, 4.164947], [3.375259, -0.419074, 1.823487], [-0.020948, -0.075611, -4.003301], [-0.605952, -1.969414, -2.786079], [-0.248369, 1.717156, 0.884616], [0.272251, 3.269033, 2.348406], [-0.829369, -0.982079, 1.987480], [-4.453981, -0.606831, -0.561944], [1.552127, -0.562858, 0.635478], [0.157660, -0.066704, -1.686355], [-3.399528, -0.124571, 0.053973], [-0.434346, -0.929249, 5.581479], [-1.754932, -2.004313, 3.719935], [0.801713, 3.946849, 3.545299], [-1.571258, -2.507232, -3.750276], [-0.262490, -2.871854, -1.695899], [0.035586, 1.385830, -4.085782], [2.058630, -0.147991, 1.797603], [0.326619, 1.950310, 2.061448], [-1.768799, -1.917141, 2.362889], [2.576278, -1.108831, -0.097865], [0.321024, -0.784623, -5.248018], [-0.161461, -0.701730, -2.835600], [-0.365793, 3.894239, 1.313466], [3.714032, -1.025379, 0.640198], [-3.608825, 0.800428, 1.208794], [4.337872, -0.145362, 2.906661], [-0.258540, -0.516003, 3.097419], [-0.685706, 2.924616, 0.408155], [-1.115458, -3.236179, -4.418567], [-0.544522, 1.832442, -3.282204], [-4.182636, 1.669958, 0.884404], [3.826516, 0.335110, 3.734951], [0.783000, 0.720108, -1.817554], [-2.366982, -3.002312, -3.192607], [4.721597, -1.340809, 0.426484], [-2.324258, -2.620454, 4.395794], [-2.363531, -2.467896, 1.655201], [2.435170, -1.512453, -1.084282], [-4.184671, 0.293968, 1.985112], [0.623065, -2.519561, -1.169460], [-1.184408, 3.029510, -0.540817], [0.272924, 3.613702, 4.434110], [-0.529220, 4.958887, 1.301855], [5.118842, 0.510904, 2.532617], [1.866514, 3.754397, 3.643288], [-0.207640, 0.116363, 5.766190], [-0.405335, 1.696058, -5.030552], [-1.280819, -1.221527, 6.195011], [-2.008361, -1.702649, -4.332616], [-2.657151, 1.128463, 1.612832], [-5.387720, -0.343981, -0.281492], [-1.097336, -2.996966, -0.999687], [4.768592, -1.084674, 3.242287], [0.660047, -1.791051, -5.023874], [-0.521805, -0.821686, -5.935872], [1.137542, -0.246902, -5.726764], [0.647265, 5.013894, 3.422069], [-4.352323, -1.218213, -1.358651], [0.423863, -1.550243, 5.825130], [-0.012863, -3.853134, -2.099017], [1.064940, 1.748376, -4.053121]], "atomic_forces_ev_per_a": [[0.0, 0.1, 0.0], [0.0, 0.0, 0.2], [0.0, -0.1, 0.0], [0.0, 0.0, 0.3], [0.2, 0.0, 0.1], [-0.1, 0.0, -0.2], [0.0, -0.1, -0.1], [-0.1, 0.0, -0.2], [0.0, 0.1, 0.1], [-0.3, -0.2, -0.1], [-0.2, 0.0, 0.0], [-0.2, -0.1, -0.3], [0.0, 0.0, -0.1], [0.2, 0.0, -0.1], [-0.1, 0.0, -0.2], [0.1, 0.0, 0.1], [-0.1, 0.0, -0.1], [0.1, 0.1, 0.1], [0.0, 0.1, 0.0], [0.0, -0.1, 0.0], [0.2, 0.0, 0.0], [0.0, 0.2, 0.0], [0.2, 0.2, 0.1], [0.0, 0.1, 0.1], [0.0, 0.0, 0.1], [0.1, 0.1, 0.3], [0.0, 0.0, 0.1], [0.0, 0.1, 0.1], [0.0, 0.0, 0.0], [-0.1, 0.0, -0.1], [0.0, -0.1, 0.0], [0.1, 0.0, 0.0], [0.0, 0.0, 0.0], [0.0, 0.0, 0.0], [0.0, 0.0, 0.0], [0.0, 0.0, 0.0], [0.0, 0.0, -0.1], [0.0, 0.0, 0.0], [0.0, 0.0, 0.0], [0.0, 0.0, 0.0], [0.0, 0.0, 0.0], [0.1, 0.0, 0.0], [0.0, 0.0, 0.0], [-0.1, 0.0, 0.0], [0.0, 0.0, 0.0], [0.0, 0.0, 0.0], [0.0, 0.0, 0.0], [0.0, 0.0, 0.0], [0.0, 0.0, 0.0], [0.0, 0.0, 0.0], [0.0, 0.0, 0.0], [0.0, 0.0, 0.0], [0.0, 0.0, 0.0], [0.0, 0.0, 0.0], [0.0, 0.0, 0.0], [0.0, 0.0, 0.0], [0.0, 0.0, 0.0], [0.0, 0.0, 0.0], [0.0, 0.0, 0.0], [0.0, 0.0, 0.0], [0.0, 0.0, 0.0], [0.0, 0.0, 0.0], [0.0, 0.0, 0.0], [-0.1, 0.0, 0.0], [0.0, 0.0, 0.0]]}

---

Number 1: DFT total energy -71006.0303 eV. Number 2: DFT total energy -77775.6744 eV.